Record 1
Formula: C31H50Ge2MoN8OS
Source: the Open Molecules 2025 dataset
Level of theory: the ωB97M-V functional and the def2-TZVPD basis

Geometry as ORCA input:
```
! wB97M-V def2-TZVPD RIJCOSX def2/J DEFGRID3
* xyz 3 4
Mo -0.633 -0.092 -1.825
C 1.149 -0.764 -4.261
C 1.968 -0.947 -2.972
N 1.114 -1.501 -1.899
C 0.774 -2.935 -2.099
C -0.648 -3.235 -1.637
N -1.575 -2.138 -1.994
C -2.152 -2.176 -3.366
C -1.110 -1.838 -4.411
N -0.322 -0.638 -3.993
H 1.487 0.144 -4.760
H 1.310 -1.583 -4.962
H 2.834 -1.589 -3.162
H 2.339 0.017 -2.621
H 1.612 -1.418 -1.017
H 0.921 -3.184 -3.147
H 1.471 -3.558 -1.535
H -0.984 -4.188 -2.058
H -0.661 -3.327 -0.549
H -2.376 -2.163 -1.370
H -2.602 -3.150 -3.574
H -2.948 -1.428 -3.378
H -0.425 -2.667 -4.568
H -1.598 -1.656 -5.369
H -0.651 0.159 -4.532
N 2.688 2.720 -0.865
C 1.502 2.183 -1.178
S 0.704 1.099 0.011
N 0.938 2.476 -2.298
N -0.324 1.903 -2.436
C -1.179 2.609 -3.103
C -2.566 2.275 -3.272
C -3.333 3.076 -4.139
C -4.690 2.892 -4.260
C -5.312 1.914 -3.483
C -4.591 1.126 -2.607
C -3.206 1.282 -2.492
O -2.532 0.504 -1.645
H 3.246 2.392 -0.094
H 3.091 3.380 -1.511
H -0.809 3.539 -3.531
H -2.835 3.850 -4.709
H -5.270 3.504 -4.934
H -6.382 1.771 -3.564
H -5.080 0.376 -2.000
N -5.522 -0.828 3.500
C -4.208 -0.403 4.092
C -3.094 -1.006 3.237
N -3.414 -0.800 1.828
H -6.265 -0.146 3.654
H -5.843 -1.726 3.865
H -5.343 -0.924 2.480
H -4.169 -0.736 5.126
H -4.189 0.685 4.072
H -3.023 -2.078 3.424
H -2.151 -0.557 3.556
H -2.958 -1.472 1.228
H -3.173 0.126 1.490
C 2.488 1.857 5.082
Ge 1.468 2.140 3.447
C 1.766 3.865 2.584
C -0.463 1.852 3.679
Ge 2.212 0.433 1.837
C 1.541 -1.390 2.051
C 0.639 -1.625 3.089
C 0.164 -2.903 3.355
C 0.584 -3.976 2.587
C 1.495 -3.766 1.558
C 1.967 -2.489 1.299
C 4.024 0.605 1.168
C 4.666 -0.280 0.295
C 5.985 -0.081 -0.073
C 6.693 1.006 0.427
C 6.079 1.892 1.297
C 4.755 1.691 1.664
H 2.237 2.617 5.820
H 3.558 1.921 4.883
H 2.276 0.879 5.512
H 1.233 4.633 3.144
H 1.386 3.868 1.563
H 2.819 4.141 2.569
H -0.924 2.789 3.992
H -0.662 1.106 4.448
H -0.921 1.548 2.735
H 0.324 -0.807 3.725
H -0.506 -3.067 4.190
H 0.241 -4.977 2.811
H 1.872 -4.610 0.993
H 2.733 -2.376 0.540
H 4.148 -1.141 -0.108
H 6.471 -0.777 -0.743
H 7.726 1.153 0.143
H 6.631 2.731 1.698
H 4.297 2.388 2.356
*
```

Its energy above the lowest of the compared OMol25 structures with the same formula, charge and spin is 0.0 kJ/mol. The value obtained for the highest occupied orbital energy (spin up / spin down) is -14.488 / -15.157 eV. For the HOMO-LUMO gap (spin up / spin down), the calculation gives 7.40 / 7.12 eV. The calculation puts the molecular weight at 824.02 g/mol. Its largest force on an atom is 0.57 eV Å⁻¹.


Record 2
Formula: C4H14NS
Source: the Open Molecules 2025 dataset
Level of theory: the ωB97M-V functional and the def2-TZVPD basis

Geometry as ORCA input:
```
! wB97M-V def2-TZVPD RIJCOSX def2/J DEFGRID3
* xyz 1 1
C 1.315 -0.954 1.184
C 0.001 -1.536 0.708
C -1.043 -0.517 0.305
N 0.282 -2.416 -0.524
H 2.123 -1.690 1.181
H 1.643 -0.120 0.562
H 1.176 -0.613 2.208
H -0.398 -2.237 1.441
H -0.673 0.135 -0.485
H -1.274 0.114 1.164
H -1.982 -0.982 0.002
H 0.949 -3.149 -0.280
H -0.578 -2.852 -0.868
H 0.688 -1.850 -1.272
C -0.668 3.191 -1.287
S 0.807 2.551 -0.441
H -0.818 2.586 -2.178
H -1.549 3.063 -0.664
H -0.547 4.238 -1.536
H 0.544 3.036 0.778
*
```

Its energy above the lowest of the compared OMol25 structures with the same formula, charge and spin is 16.7 kJ/mol. The value obtained for the highest occupied orbital energy is -12.062 eV. For the HOMO-LUMO gap, the calculation gives 8.51 eV. The calculation puts the molecular weight at 108.23 g/mol. Its largest force on an atom is 0.35 eV Å⁻¹.


Record 3
Formula: C31H35MgN5O4Sb2
Source: the Open Molecules 2025 dataset
Level of theory: the ωB97M-V functional and the def2-TZVPD basis

Geometry as ORCA input:
```
! wB97M-V def2-TZVPD RIJCOSX def2/J DEFGRID3
* xyz 2 1
Mg -0.212 1.361 -0.082
C 3.058 1.073 1.639
Sb 2.513 0.149 -0.225
C 3.754 1.245 -1.589
C 3.915 -1.484 0.114
C 4.136 -2.443 -1.013
C 4.967 -2.057 -2.064
C 5.199 -2.891 -3.145
C 4.604 -4.142 -3.175
C 3.807 -4.551 -2.117
C 3.563 -3.726 -1.022
C 2.730 -4.240 0.116
Sb 0.877 -3.147 0.287
C -0.492 -4.710 0.749
C 0.500 -3.107 -1.830
H 4.137 1.224 1.663
H 2.784 0.390 2.443
H 2.567 2.027 1.822
H 4.723 1.431 -1.128
H 3.309 2.187 -1.903
H 3.893 0.629 -2.476
H 3.563 -1.958 1.028
H 4.807 -0.898 0.339
H 5.464 -1.094 -2.021
H 5.851 -2.574 -3.947
H 4.782 -4.812 -4.005
H 3.379 -5.546 -2.127
H 3.256 -4.165 1.069
H 2.473 -5.289 -0.028
H -0.450 -5.514 0.017
H -1.476 -4.243 0.787
H -0.260 -5.105 1.737
H 0.907 -4.012 -2.279
H 0.973 -2.247 -2.307
H -0.573 -3.074 -2.015
O -4.568 7.001 0.696
N -3.642 7.213 -0.059
O -3.483 8.195 -0.740
C -2.588 6.174 -0.126
C -1.332 6.608 -0.326
C -0.243 5.681 -0.322
C 1.093 6.095 -0.463
C 2.092 5.158 -0.408
C 1.744 3.819 -0.226
N 0.493 3.391 -0.109
C -0.499 4.319 -0.148
C -1.858 3.864 0.015
N -2.040 2.525 0.140
C -3.276 2.076 0.303
C -4.391 2.912 0.331
C -4.220 4.265 0.196
C -2.917 4.783 0.045
H -1.147 7.664 -0.473
H 1.319 7.144 -0.607
H 3.133 5.431 -0.500
H 2.519 3.070 -0.170
H -3.399 1.007 0.406
H -5.376 2.486 0.456
H -5.070 4.929 0.213
O -5.035 -2.467 4.878
C -3.828 -2.993 4.412
N -3.426 -2.318 3.177
C -3.091 -2.975 2.047
O -3.045 -4.183 1.929
C -2.751 -2.096 0.859
C -3.318 -2.411 -0.373
C -2.956 -1.683 -1.493
C -2.010 -0.685 -1.352
N -1.439 -0.381 -0.179
C -1.814 -1.079 0.909
H -5.775 -2.950 4.496
H -3.869 -4.059 4.193
H -3.081 -2.808 5.182
H -3.537 -1.317 3.162
H -4.023 -3.230 -0.438
H -3.375 -1.898 -2.466
H -1.682 -0.121 -2.219
H -1.312 -0.843 1.841
*
```

Its energy above the lowest of the compared OMol25 structures with the same formula, charge and spin is 0.0 kJ/mol. The value obtained for the highest occupied orbital energy is -12.531 eV. For the HOMO-LUMO gap, the calculation gives 5.94 eV. The calculation puts the molecular weight at 809.48 g/mol. Its largest force on an atom is 0.72 eV Å⁻¹.


Record 4
Formula: H2N3O2S
Source: the Open Molecules 2025 dataset
Level of theory: the ωB97M-V functional and the def2-TZVPD basis

Geometry as ORCA input:
```
! wB97M-V def2-TZVPD RIJCOSX def2/J DEFGRID3
* xyz -1 3
N -0.024 0.131 0.376
N -1.177 0.875 0.143
N -2.233 0.075 0.045
O -1.266 2.132 0.039
O -3.603 0.751 -0.099
S -2.192 -1.514 0.067
H 0.560 0.372 -0.330
H -0.369 -0.795 0.269
*
```

Its energy above the lowest of the compared OMol25 structures with the same formula, charge and spin is 277.2 kJ/mol. The value obtained for the highest occupied orbital energy (spin up / spin down) is -1.683 / -3.684 eV. For the HOMO-LUMO gap (spin up / spin down), the calculation gives 5.66 / 6.72 eV. The calculation puts the molecular weight at 108.10 g/mol. Its largest force on an atom is 9.76 eV Å⁻¹.


Record 5
Formula: H24O12
Source: the Open Molecules 2025 dataset
Level of theory: the ωB97M-V functional and the def2-TZVPD basis

Geometry as ORCA input:
```
! wB97M-V def2-TZVPD RIJCOSX def2/J DEFGRID3
* xyz 0 1
O -0.020 0.288 -0.352
H 0.478 -0.483 0.184
H 0.666 0.356 -1.129
O -2.249 1.985 -0.571
H -2.802 1.375 -0.075
H -1.458 1.533 -0.770
O 2.293 -2.112 0.479
H 2.022 -3.110 0.460
H 2.720 -1.993 -0.366
O -0.111 -1.640 -3.233
H 0.718 -2.157 -3.184
H 0.163 -0.733 -3.614
O -2.659 -1.742 -1.093
H -2.815 -2.729 -1.115
H -1.962 -1.307 -1.655
O 0.039 -2.205 2.839
H 0.926 -2.120 3.166
H -0.031 -1.161 2.769
O 0.970 0.623 -3.818
H 0.063 0.967 -3.502
H 0.918 0.760 -4.736
O -0.693 2.910 1.618
H -0.867 2.740 0.705
H -1.403 2.951 2.266
O 0.217 0.631 2.742
H 0.141 1.023 3.704
H -0.045 1.415 2.291
O -2.429 -1.733 1.443
H -1.504 -1.793 1.776
H -2.414 -1.894 0.525
O 3.007 -0.010 2.181
H 2.172 0.168 2.656
H 2.816 -0.823 1.655
O 1.240 3.037 -1.637
H 0.964 2.974 -0.729
H 0.930 4.009 -1.881
*
```

Its energy above the lowest of the compared OMol25 structures with the same formula, charge and spin is 319.4 kJ/mol. The value obtained for the highest occupied orbital energy is -9.955 eV. For the HOMO-LUMO gap, the calculation gives 9.77 eV. The calculation puts the molecular weight at 216.18 g/mol. Its largest force on an atom is 4.77 eV Å⁻¹. As for the SMILES: O.O.O.O.O.O.O.O.O.O.O.O.


Record 6
Formula: C6H11FO
Source: the Open Molecules 2025 dataset
Level of theory: the ωB97M-V functional and the def2-TZVPD basis

Geometry as ORCA input:
```
! wB97M-V def2-TZVPD RIJCOSX def2/J DEFGRID3
* xyz 0 1
C 2.317 -0.979 -1.243
C 1.845 -0.714 -0.048
C -0.839 0.898 1.759
C -2.582 -0.195 0.336
C 2.934 0.244 1.717
C -1.208 0.664 0.311
O 2.122 -0.672 1.190
F -1.395 1.867 -0.428
H 3.171 -1.678 -1.385
H 1.823 -0.694 -2.085
H 0.051 1.479 1.842
H -0.543 -0.073 2.263
H -1.550 1.466 2.324
H -3.289 0.488 -0.200
H -2.985 -0.148 1.396
H -2.381 -1.173 -0.117
H 2.804 0.398 2.802
H -0.446 0.000 -0.195
H 3.321 1.142 1.277
*
```

Its energy above the lowest of the compared OMol25 structures with the same formula, charge and spin is 571.2 kJ/mol. The value obtained for the highest occupied orbital energy (spin up / spin down) is -8.070 / -8.402 eV. For the HOMO-LUMO gap (spin up / spin down), the calculation gives 8.31 / 8.66 eV. The calculation puts the molecular weight at 118.15 g/mol. Its largest force on an atom is 3.80 eV Å⁻¹.


Record 7
Formula: CH5NO3
Source: the Open Molecules 2025 dataset
Level of theory: the ωB97M-V functional and the def2-TZVPD basis

Geometry as ORCA input:
```
! wB97M-V def2-TZVPD RIJCOSX def2/J DEFGRID3
* xyz 0 1
N -1.063 -0.079 -0.688
C -0.226 0.878 -0.175
O 0.536 1.530 -0.825
O -0.275 1.015 1.176
H -1.759 -0.520 -0.116
H -1.217 -0.066 -1.678
H -1.019 0.528 1.545
O 1.085 -2.607 0.364
H 1.477 -2.063 -0.329
H 0.146 -2.595 0.142
*
```

Its energy above the lowest of the compared OMol25 structures with the same formula, charge and spin is 56.3 kJ/mol. The value obtained for the highest occupied orbital energy is -10.961 eV. For the HOMO-LUMO gap, the calculation gives 11.12 eV. The calculation puts the molecular weight at 79.06 g/mol. Its largest force on an atom is 0.40 eV Å⁻¹. As for the SMILES: NC(=O)O.O.


Repeat the fourth record exactly.
Formula: H2N3O2S
Source: the Open Molecules 2025 dataset
Level of theory: the ωB97M-V functional and the def2-TZVPD basis

Geometry as ORCA input:
```
! wB97M-V def2-TZVPD RIJCOSX def2/J DEFGRID3
* xyz -1 3
N -0.024 0.131 0.376
N -1.177 0.875 0.143
N -2.233 0.075 0.045
O -1.266 2.132 0.039
O -3.603 0.751 -0.099
S -2.192 -1.514 0.067
H 0.560 0.372 -0.330
H -0.369 -0.795 0.269
*
```

Its energy above the lowest of the compared OMol25 structures with the same formula, charge and spin is 277.2 kJ/mol. The value obtained for the highest occupied orbital energy (spin up / spin down) is -1.683 / -3.684 eV. For the HOMO-LUMO gap (spin up / spin down), the calculation gives 5.66 / 6.72 eV. The calculation puts the molecular weight at 108.10 g/mol. Its largest force on an atom is 9.76 eV Å⁻¹.


Question: What is the molecular weight in the seventh record?
Answer: 79.06 g/mol